C76H209N19O19 | ωB97M-V with the def2-TZVPD basis set

Summary:
- relative energy (zero: lowest compared OMol25 entry of this formula, charge and spin) (eV) = 9.5364
- LUMO (hartree) = 0.0152
- E (a.u.) = -5490.21890
- Kohn-Sham gap (eV) = 8.854
- multiplicity = 1

Geometry (Å):
H (6.79013, -1.21022, -3.18066)
H (-1.34552, -3.44712, -6.90973)
H (-8.94501, -5.84481, 1.23263)
H (4.32722, 2.17740, -0.91111)
H (1.17927, -2.40478, 5.17552)
H (2.74427, 0.62183, -2.14648)
H (-6.38342, -6.89132, 3.59881)
H (-2.15587, 6.59077, -5.56412)
H (-6.02779, 4.38534, -1.48775)
H (-6.64118, 3.28284, -4.16414)
H (-3.87519, 2.61406, 2.63318)
C (6.30162, 0.49903, 7.59946)
N (-9.00940, -6.96571, 3.66242)
C (-3.17731, 5.16466, -0.14060)
H (-2.41602, 4.72666, -0.78613)
C (-0.80643, -1.37898, -6.44606)
N (-5.97125, 1.30478, -7.32657)
C (-5.99194, 0.78027, -5.94789)
H (-6.38930, 4.98006, -6.92315)
C (-4.80387, 0.03694, 2.99143)
H (-3.59947, 6.83203, -1.25160)
C (1.27154, 1.15517, 4.76916)
C (1.57175, 5.66557, -0.28341)
H (-0.59906, 8.80280, -3.09060)
C (3.97524, -4.24818, 7.16105)
H (-6.93209, 6.65348, 1.88982)
H (-8.05767, 4.98899, -2.69201)
H (-8.58860, -1.44336, -1.53616)
H (2.49246, -2.89376, 7.71483)
H (3.14095, 1.47970, -3.65324)
H (1.31798, -0.33526, -0.83171)
H (10.22139, -0.74828, -0.55265)
O (7.65796, 0.90070, -4.53118)
O (4.96940, 3.01474, -2.58678)
C (-4.60074, -2.26513, 2.51944)
C (-5.72895, 5.63358, -6.35311)
H (1.14044, 3.63539, -3.01784)
C (6.36834, -0.32937, 6.26703)
H (3.02092, 0.56817, 6.65215)
H (9.31719, -3.10338, 1.10046)
C (2.99956, -4.00475, -1.41517)
N (0.45435, -0.01401, 8.85150)
C (8.67133, -2.24829, 1.29990)
C (-7.99076, -5.77735, 1.75509)
H (4.78484, -3.86879, 7.78451)
C (0.69813, -3.13653, 4.52655)
H (2.71633, 10.10421, -6.01642)
H (-4.12179, -4.31414, -3.22978)
H (-4.54499, -3.22015, 3.04186)
H (-4.10346, 3.01778, 4.45358)
C (-4.95436, 4.84555, -4.25114)
H (0.10261, -1.59894, -7.00584)
H (5.52586, 1.03760, 4.76110)
H (-0.86333, 6.08396, 0.95121)
H (5.18064, -6.02015, -1.34708)
H (-3.28652, -3.07708, 5.23841)
H (1.76555, -0.67548, 6.44605)
H (2.08829, -5.57524, 7.43013)
H (-0.61965, 8.32977, -6.50416)
C (-4.35663, 2.40494, 3.58846)
H (7.08046, 2.81159, -3.93925)
C (1.69233, 4.36091, -2.42023)
H (3.45145, -0.47106, 1.91836)
C (-1.15824, -0.76303, -0.25568)
H (6.16848, 2.10320, -1.22707)
O (-8.76527, 0.51963, -2.18162)
H (8.51905, -1.65677, -4.72190)
H (6.00408, -8.04993, 1.47243)
H (3.75882, 0.55616, 0.54346)
H (2.91504, -0.32216, 10.28698)
H (-4.04174, 4.30324, -4.00392)
H (-5.41387, 0.65256, -7.85952)
C (7.49004, -1.50317, -5.04695)
O (1.17248, 4.51456, -1.11704)
H (8.28569, -1.81352, 4.01051)
H (5.87677, -3.42493, 0.23357)
C (-0.86099, -2.76081, 4.63188)
H (-0.88520, 1.00485, 0.90549)
N (5.15896, -3.52698, -0.46959)
H (4.98039, -3.74829, 5.29270)
H (2.60508, 5.99373, -0.39583)
H (-2.22013, -3.07876, -1.83216)
C (-6.85632, -6.00948, 4.03105)
H (0.81995, 1.99137, 4.23537)
H (-5.43728, -1.24242, -6.70907)
H (-1.35894, 7.06692, -1.25084)
H (-6.97609, -6.08278, 5.11197)
C (-0.53748, 0.57210, -0.03255)
H (7.96442, 2.79580, -5.42757)
O (-3.56505, -5.69721, -1.37519)
H (5.45228, -1.11335, -2.50029)
H (-7.09959, -0.90105, -2.08658)
H (-0.96813, -1.73551, 4.27781)
H (-9.43107, -0.16789, 0.94976)
H (-4.90099, 5.85396, -3.84083)
H (-2.99419, -2.13611, -5.61188)
N (5.03577, -0.84629, 5.96293)
H (-4.61157, 0.87052, 4.95013)
C (-9.24287, 0.10806, -3.44128)
H (6.87192, 0.03084, 4.22711)
C (-3.18989, 6.66051, -0.25615)
H (6.26454, -2.34051, -6.61312)
H (-5.19215, 6.18755, -7.12322)
H (-0.18106, 0.24655, -4.05846)
H (-0.57930, 4.46601, 0.94301)
O (7.58867, 1.01267, 7.93292)
N (-0.85036, 1.45623, -1.18862)
H (-2.34477, -3.06968, -9.09816)
H (-2.84440, 4.87298, 0.85548)
O (-0.75041, -1.52600, -5.03542)
N (-6.47780, 0.90296, -0.31382)
C (-6.75322, -4.54696, 0.20800)
H (-3.84384, -2.09592, 1.75355)
H (7.98108, 0.42750, 0.58908)
H (-2.22874, -0.60472, -0.12511)
C (-1.70793, -2.44453, -7.13681)
H (-1.63569, -4.99765, -0.85519)
C (5.40334, 4.28848, -2.45213)
C (-8.18901, -5.89369, 3.29890)
O (-1.40197, -2.89324, 5.94370)
C (-7.45814, -0.06713, -0.08690)
C (-6.24450, 4.18215, -3.69298)
H (4.29658, -8.42597, 1.18762)
O (5.02254, -6.45754, 0.60458)
C (5.36966, -6.47827, 4.55510)
H (-1.38856, -3.38823, 3.91347)
H (-3.04526, -6.66274, 0.45023)
H (-5.78057, 0.55549, -0.95667)
C (-8.58588, 0.51240, 0.84502)
C (-0.50003, 7.43718, -4.48206)
H (5.68278, -5.81990, 3.74480)
C (-1.87454, -2.18513, -8.66855)
H (-2.48630, 0.57044, -4.21444)
H (5.49824, -8.46551, -0.10505)
C (3.17615, -0.30242, 0.87727)
H (2.76393, 4.16523, -2.38191)
N (6.81767, -1.96184, -3.85474)
O (-4.66150, -1.25742, 3.54580)
N (-0.81916, -3.73938, -3.13548)
H (-1.60898, -6.03792, -2.26019)
H (6.19187, 0.19891, -5.76502)
H (9.00079, -0.60204, -1.86705)
H (4.60656, -1.56672, 6.52584)
H (7.09048, -1.14377, 6.20904)
C (-4.09234, 1.00995, 4.00194)
O (-5.29096, 6.95597, 0.67233)
N (-1.81014, 7.13096, -0.34950)
H (-8.52436, -0.41397, -4.07320)
H (6.00906, -0.34992, -1.13711)
H (5.63095, 1.32288, 7.35543)
C (1.31300, -3.03099, 3.16139)
H (-1.04803, -0.31860, -6.51899)
H (2.30494, 1.05906, 4.43603)
H (0.12045, 6.56167, -4.67329)
H (1.61563, 3.27846, 1.64189)
H (0.79772, 8.07305, -3.32839)
H (1.45583, 6.27538, 1.69485)
C (2.90120, -0.42492, 9.20192)
H (-6.23998, -5.12555, 3.86715)
C (8.51698, 0.05041, 8.51994)
H (-1.79087, 8.10681, -0.08984)
H (-6.75192, 1.11365, -5.24122)
H (-6.37578, -1.14616, -5.16121)
H (0.37277, 0.42913, 9.75542)
C (9.41749, -1.24736, -1.09372)
O (7.57051, -2.51402, 2.08199)
C (7.19788, 2.25723, -4.87038)
H (-0.69870, 9.45810, -5.21707)
H (-5.42249, 2.58462, 3.44787)
H (4.93537, -1.30373, 5.06807)
H (2.40051, -3.45117, 6.27836)
C (-3.60843, -6.77350, -0.47643)
H (5.27756, 4.76873, -1.48174)
C (7.85666, -2.65667, 3.46909)
H (0.65127, -3.42289, 2.38898)
H (-6.40992, -5.54282, -0.07223)
H (8.40564, -3.59827, 3.45897)
H (8.10834, -2.35978, -6.87670)
N (5.22940, -0.45092, -1.77118)
C (4.44575, -5.96810, -0.54376)
C (-3.23652, 0.82620, -3.46620)
H (-5.37834, 6.40621, 2.66167)
H (8.08817, -0.42651, 9.40129)
H (9.64118, -2.21467, -1.54356)
H (0.56294, -5.07470, 4.46222)
H (1.51493, 5.30999, -2.92608)
C (5.17198, -7.92003, 0.78045)
O (5.42135, -5.72505, 5.81606)
H (-3.48031, -2.88298, -3.80743)
C (-0.21271, 8.52829, -5.51266)
C (6.52567, 0.69091, 5.02242)
C (-3.18705, -3.91690, -3.62545)
H (1.23645, -0.65141, -4.65461)
H (-7.54910, -4.23340, -0.46754)
H (-2.93099, -2.75121, 7.06179)
H (-6.88976, 1.72459, -0.73253)
C (7.21273, -0.02582, -5.45610)
N (0.87829, -4.37793, 5.12188)
H (-5.98816, 8.03026, 2.20401)
N (-0.34583, 5.33863, 1.39481)
H (-5.85703, 0.28881, 2.86695)
H (-0.12145, -3.64346, -2.41152)
H (1.98998, 1.38684, 8.57680)
H (6.88945, -2.99740, 3.83859)
H (-0.96030, -1.12927, -1.26306)
C (5.15074, 2.04906, -1.61356)
C (4.50294, -4.59992, 5.77734)
H (-5.40547, 2.94858, -2.08576)
C (-7.39004, 5.19802, -3.52788)
H (2.73013, -2.95366, -1.31168)
H (-0.90343, -2.09045, -9.15445)
H (-5.54032, -2.24187, 1.96740)
H (5.55379, 0.70371, -3.28388)
H (-3.20050, 1.89608, -3.26085)
H (-8.63966, -4.99377, 3.71741)
H (-3.93575, 8.48598, 0.51887)
H (9.49084, 0.29185, 8.94587)
H (6.20149, 2.28377, -5.31153)
H (-8.63172, -7.74742, 3.14629)
H (3.83893, 0.00139, 8.84552)
H (-9.75474, 0.87867, -4.01766)
H (3.71497, -4.82475, 5.05855)
H (-9.96178, -6.81115, 3.36379)
H (-7.50550, -6.68148, 1.38749)
N (-0.18489, 7.88672, -3.18744)
H (7.28082, 1.41430, 5.32991)
H (2.93901, -1.50872, 9.09211)
H (8.72471, -0.69468, 7.75198)
N (3.08892, -3.09187, 6.92420)
C (3.05700, -5.32467, 7.86246)
H (-0.23936, 0.48416, 8.31236)
C (1.67033, 9.92646, -6.26622)
C (4.01201, -4.44568, -0.33453)
N (7.48600, -0.40707, 0.30889)
H (-7.94676, 5.40280, -4.44233)
H (-2.70002, 7.71558, -4.30374)
H (-7.02977, 6.15497, -3.15033)
H (-3.50679, 7.26423, 1.69608)
H (7.68635, -2.25313, -0.69464)
H (4.90399, 4.79411, -3.27861)
H (-5.84429, -3.95011, 0.28374)
H (-3.38679, -3.28683, -6.68891)
C (-2.21075, -5.29931, -1.73063)
H (7.19495, -2.79134, -3.41919)
H (1.04970, 6.50527, -0.74220)
H (6.46922, 4.33316, -2.67572)
H (4.92525, -2.55963, -0.64200)
H (-6.86269, -0.81914, 0.43082)
N (-2.66985, 0.77380, 3.92729)
H (3.32402, -0.22939, -3.65986)
H (-4.55454, 2.21370, -5.18558)
H (2.19654, -3.66469, 3.08470)
H (7.62555, 0.07075, -6.46026)
H (-2.04669, 6.19473, -3.78802)
C (0.20396, -0.73995, -4.31665)
H (-6.21956, 6.41209, -5.76889)
O (1.25061, 8.69854, -5.69698)
C (7.26345, -2.47216, -6.19725)
C (0.99710, 0.33370, -0.03320)
H (-0.80370, -2.84074, -3.59625)
H (-2.40818, -1.24056, -8.77399)
O (1.74663, -0.12515, 1.08869)
C (-2.11355, -3.92412, -2.51195)
C (1.10796, 5.38219, 1.17592)
O (-4.81842, 4.84421, -5.66689)
C (8.29405, -1.56820, -0.10331)
H (-3.81111, 0.78573, -5.91605)
H (1.11836, 10.78713, -5.88850)
H (2.92362, 4.52979, 1.74946)
H (5.96124, -7.38659, 4.66956)
H (1.28144, 1.36919, -0.22034)
H (-4.32534, 0.11596, 2.01528)
H (5.83838, -0.04747, 8.42096)
C (1.99884, 0.28559, 6.90434)
H (1.46933, 9.69852, -7.31300)
C (-4.65202, 1.13613, -5.31755)
C (-6.19843, -0.70600, -6.14249)
H (-3.16024, 0.15872, -2.60787)
H (-7.09687, -0.84554, -6.74367)
C (-2.74227, -2.53336, 6.01058)
H (-3.16914, -7.65572, -0.94206)
H (-4.01666, 4.54747, -0.46102)
O (-7.33632, -4.51281, 1.47585)
H (6.83825, -0.76019, 0.99869)
H (0.34754, -1.15902, -3.32073)
H (-1.82393, 1.68553, -1.32891)
H (-2.88388, -1.48127, 5.76327)
H (3.50224, -6.49966, -0.66757)
H (-4.66497, -6.97080, -0.29504)
H (-0.74828, -1.50482, 0.42973)
N (-6.03748, 3.71966, -2.24727)
H (3.60253, -6.24757, 8.05938)
C (-5.89479, 6.98818, 1.89832)
H (1.60438, 4.30878, 2.97509)
H (3.37066, -1.19598, 0.28413)
H (3.52038, -4.36562, 0.63500)
H (-2.46228, -0.19858, 4.10477)
C (-7.97648, -0.54155, -1.54813)
C (4.82897, 0.78620, -2.47400)
H (-9.13871, 1.39894, 0.53433)
H (1.48930, -2.03370, 2.75835)
H (2.10467, -4.62230, -1.33827)
H (0.73206, 0.23829, 4.53172)
C (3.40911, 0.64157, -3.01002)
H (0.05189, -4.40964, 5.70169)
O (1.19047, 1.29322, 6.16421)
H (-8.17294, 0.66856, 1.84162)
H (-5.51396, 2.20526, -7.31578)
C (-1.95626, 6.96054, -4.55837)
H (-2.50335, 0.87042, 2.93581)
H (4.36866, -6.86707, 4.36821)
H (-0.38075, 2.35010, -1.16491)
O (-4.56334, 0.48116, -4.02718)
C (-3.98868, 7.41804, 0.73057)
H (-10.00614, -0.60272, -3.12457)
C (1.84209, 0.32584, 8.37553)
H (9.28663, -1.41313, 1.63460)
H (-2.91362, -4.46148, -4.52921)
H (7.56878, -3.44105, -5.80211)
C (1.87128, 4.30137, 1.91830)
H (3.52077, -4.04537, -2.37161)
H (2.74793, -4.95213, 8.83908)
N (-3.00189, -2.35756, -6.59727)